106
Properties=species:S:1:pos:R:3:forces:R:3 method="wB97M-V/def2-TZVPD" multiplicity=1 gap_ev=7.208 de_lowest_ev=0.0000 molar_mass_g_mol=1139.1
Ta 0.008 -0.768 0.496 0.60 0.05 0.08
O -3.048 -2.990 0.673 0.05 0.02 0.01
P -1.812 -3.263 1.652 -0.37 -0.15 -0.08
O -2.189 -3.926 2.890 0.01 0.01 0.01
O -1.074 -1.899 1.743 0.27 0.21 -0.42
O -0.855 -4.088 0.644 0.00 -0.03 0.22
P 0.743 -3.895 0.816 0.30 -0.13 -0.20
O 1.307 -4.907 -0.267 -0.04 0.05 0.01
O 1.204 -4.129 2.179 0.04 0.03 0.00
O 0.988 -2.495 0.161 -0.52 0.35 0.17
H -3.864 -3.311 1.075 0.00 0.01 0.01
H 1.698 -5.675 0.168 0.00 0.01 0.02
Br 1.483 -3.274 -3.155 0.10 -0.05 -0.02
C -0.384 -3.089 -3.017 -0.09 0.03 -0.03
C -1.212 -3.870 -3.815 0.04 -0.01 0.01
C -2.572 -3.622 -3.773 0.00 0.02 0.02
C -3.051 -2.599 -2.967 0.00 0.02 0.03
C -2.134 -1.909 -2.198 -0.03 0.04 -0.04
N -0.829 -2.159 -2.199 0.09 -0.06 -0.01
C -2.561 -0.761 -1.328 -0.29 -0.13 -0.09
O -3.628 -0.215 -1.476 0.11 0.03 -0.03
O -1.671 -0.427 -0.427 0.03 0.06 0.08
H -0.790 -4.632 -4.453 0.00 -0.01 0.00
H -3.250 -4.208 -4.380 0.00 -0.01 0.00
H -4.096 -2.332 -2.920 -0.01 0.00 0.00
C 2.236 0.124 5.176 0.01 -0.02 0.00
C 1.901 -1.286 4.677 -0.04 0.00 0.01
C 0.409 -1.429 4.390 0.03 -0.01 -0.02
C 2.852 -1.767 3.587 0.00 0.00 0.02
C 3.856 -2.634 4.008 0.02 -0.05 -0.01
C 4.817 -3.118 3.143 0.00 0.01 -0.01
C 4.803 -2.715 1.822 -0.01 -0.02 0.00
C 3.826 -1.848 1.347 0.00 0.04 -0.04
C 3.929 -1.342 -0.077 -0.01 -0.01 0.00
C 4.922 -0.177 -0.138 -0.02 -0.03 0.01
C 4.328 -2.432 -1.071 -0.03 0.03 0.01
C 2.842 -1.396 2.233 0.09 0.02 0.05
N 1.813 -0.489 1.772 -0.04 0.02 -0.02
C 1.987 0.781 2.016 0.06 -0.12 0.02
C 0.882 1.627 1.907 -0.13 0.01 0.03
C 0.683 2.931 2.318 0.06 -0.02 -0.11
C -0.693 3.117 2.358 -0.01 -0.07 0.05
C -1.311 1.916 1.999 -0.02 0.12 -0.08
N -0.348 1.004 1.654 -0.01 -0.15 0.28
C -2.809 1.693 2.133 -0.02 0.02 -0.06
C -3.305 2.501 3.344 0.00 -0.02 -0.03
C -3.181 0.232 2.386 0.01 0.04 0.02
C -3.525 2.206 0.879 0.06 -0.02 0.01
H 1.696 0.319 6.105 0.00 0.01 0.02
H 1.933 0.895 4.467 -0.02 0.00 0.01
H 3.304 0.230 5.372 0.01 0.02 0.00
H 2.109 -1.955 5.517 -0.01 0.00 -0.01
H 0.051 -0.683 3.681 0.01 0.02 0.02
H -0.147 -1.286 5.318 -0.01 0.00 0.01
H 0.177 -2.419 4.002 -0.01 0.00 0.00
H 3.870 -2.944 5.045 -0.01 0.00 0.02
H 5.580 -3.798 3.500 0.00 -0.01 0.00
H 5.571 -3.068 1.148 0.02 -0.01 -0.01
H 2.951 -0.975 -0.377 0.05 -0.04 0.02
H 5.914 -0.513 0.171 0.02 -0.01 0.01
H 4.616 0.640 0.515 0.02 0.01 -0.01
H 4.991 0.215 -1.154 0.01 0.02 -0.02
H 5.361 -2.751 -0.927 0.02 -0.01 0.00
H 4.248 -2.046 -2.089 0.00 0.01 -0.02
H 3.680 -3.303 -0.979 -0.02 -0.04 -0.01
H 2.945 1.140 2.381 -0.02 0.05 -0.02
H 1.456 3.633 2.585 0.03 0.03 0.00
H -1.201 4.011 2.674 -0.01 0.01 0.02
H -2.765 2.226 4.251 -0.01 0.00 0.02
H -4.365 2.291 3.497 -0.01 0.00 0.00
H -3.202 3.574 3.191 0.00 0.04 0.01
H -2.605 -0.190 3.210 0.00 -0.02 0.01
H -3.034 -0.385 1.508 0.01 -0.03 -0.06
H -4.240 0.184 2.649 0.00 -0.01 0.00
H -3.288 3.257 0.702 0.00 0.01 -0.01
H -4.606 2.100 0.999 -0.02 -0.01 0.01
H -3.215 1.632 0.012 -0.01 0.03 -0.03
Cl 2.229 1.140 -7.344 0.00 0.00 -0.02
C 2.124 1.101 -5.612 -0.03 -0.02 0.06
C 3.042 1.820 -4.861 0.02 0.02 -0.03
C 2.953 1.787 -3.481 0.02 -0.01 0.02
C 1.959 1.038 -2.864 -0.04 -0.13 0.04
C 1.045 0.326 -3.630 0.02 0.03 0.03
C 1.123 0.353 -5.011 0.01 0.03 -0.04
C 1.891 1.025 -1.379 0.02 0.33 -0.14
O 2.561 1.727 -0.668 -0.02 -0.12 -0.05
O 1.004 0.153 -0.870 -0.35 -0.28 0.27
H 3.810 2.394 -5.359 0.01 0.01 0.00
H 3.648 2.342 -2.866 0.02 0.02 0.00
H 0.269 -0.238 -3.135 0.00 -0.01 -0.01
H 0.418 -0.194 -5.621 0.00 0.00 0.00
S -0.911 2.824 -1.769 -0.05 -0.01 -0.07
C -2.353 3.498 -2.310 0.06 -0.02 0.16
N -2.437 4.816 -2.589 0.02 0.03 -0.03
C -3.662 5.516 -2.935 -0.03 0.02 -0.02
C -4.607 4.557 -3.637 -0.02 0.01 0.03
C -4.773 3.315 -2.779 -0.07 0.03 -0.03
N -3.467 2.765 -2.471 0.02 -0.05 -0.02
H -1.592 5.332 -2.420 0.01 -0.02 0.00
H -3.409 6.355 -3.583 0.00 -0.01 0.01
H -4.142 5.921 -2.037 0.00 0.00 -0.01
H -4.193 4.278 -4.608 0.00 0.00 0.00
H -5.572 5.036 -3.799 0.01 -0.01 -0.01
H -5.349 2.553 -3.304 0.01 0.00 0.01
H -5.313 3.563 -1.858 0.00 0.00 -0.01
H -3.409 1.806 -2.160 0.01 -0.06 0.00



96
Properties=species:S:1:pos:R:3:forces:R:3 method="wB97M-V/def2-TZVPD" multiplicity=6 gap_ev="6.446 / 6.528" de_lowest_ev=0.0000 charge=+1 molar_mass_g_mol=879.6
Mn 0.121 0.779 0.328 0.34 0.12 -0.18
C -1.832 -1.014 4.150 -0.03 0.00 -0.03
O -1.542 -2.063 3.175 0.03 -0.11 -0.06
C -0.942 -1.459 2.160 -0.11 0.09 0.34
N -0.671 -0.217 2.254 -0.07 0.02 -0.30
C -1.174 0.253 3.556 0.15 0.11 0.06
C -2.099 1.435 3.409 -0.08 -0.07 0.01
C -2.047 2.472 4.329 0.05 0.01 -0.02
C -2.919 3.546 4.221 0.00 0.01 0.01
C -3.844 3.587 3.189 -0.01 0.01 0.01
C -3.899 2.552 2.267 0.01 0.00 -0.02
C -3.032 1.478 2.378 0.01 0.00 0.02
C -0.605 -2.229 0.953 0.09 -0.08 -0.18
C -0.522 -3.608 0.870 -0.08 0.01 0.03
C -0.108 -4.158 -0.336 -0.01 -0.09 0.01
C 0.214 -3.333 -1.403 0.00 0.06 -0.07
C 0.095 -1.964 -1.219 -0.07 -0.21 0.13
N -0.317 -1.438 -0.075 0.12 0.11 0.20
C 0.432 -0.938 -2.216 0.06 0.26 -0.25
N 0.477 0.304 -1.927 0.11 -0.20 0.01
C 0.728 1.016 -3.199 -0.02 0.05 -0.02
C 1.084 -0.129 -4.169 -0.01 -0.03 -0.03
O 0.679 -1.330 -3.458 -0.08 -0.15 0.05
C 1.810 2.064 -3.164 -0.10 0.12 0.06
C 2.001 2.853 -4.296 -0.03 -0.02 0.00
C 3.012 3.800 -4.328 0.02 0.01 0.00
C 3.840 3.972 -3.227 0.04 -0.03 -0.07
C 3.647 3.194 -2.097 0.05 -0.10 -0.03
C 2.633 2.246 -2.065 0.07 -0.02 0.04
H -1.412 -1.323 5.103 0.01 0.00 0.00
H -2.915 -0.931 4.220 0.00 0.01 0.02
H -0.310 0.552 4.153 -0.03 0.02 0.02
H -1.312 2.451 5.126 -0.01 -0.01 0.00
H -2.869 4.355 4.938 0.00 0.00 0.00
H -4.518 4.429 3.099 0.00 0.00 0.00
H -4.612 2.588 1.454 0.00 0.00 0.00
H -3.073 0.678 1.646 -0.02 -0.01 0.01
H -0.771 -4.226 1.721 0.01 0.02 0.01
H -0.029 -5.232 -0.441 0.00 0.01 0.00
H 0.554 -3.731 -2.349 0.00 0.02 0.00
H -0.220 1.484 -3.481 0.03 0.04 -0.03
H 2.156 -0.201 -4.347 0.00 0.03 -0.01
H 0.545 -0.103 -5.112 0.01 0.01 -0.01
H 1.353 2.731 -5.158 -0.01 0.00 0.01
H 3.151 4.408 -5.213 0.00 0.00 0.01
H 4.625 4.718 -3.243 0.00 -0.01 0.00
H 4.278 3.339 -1.230 0.01 0.02 -0.02
H 2.470 1.658 -1.170 -0.01 -0.02 -0.01
O 3.547 7.989 -2.085 0.02 0.03 -0.05
C 3.890 6.954 -1.292 -0.03 -0.09 0.05
O 5.036 6.786 -0.979 0.02 0.00 -0.04
C 2.791 6.043 -0.851 -0.03 0.09 0.13
C 1.614 5.866 -1.570 -0.05 0.02 -0.02
C 0.661 4.954 -1.147 0.05 0.03 -0.05
C 0.864 4.206 0.011 0.12 -0.24 -0.23
S -0.377 3.061 0.528 -0.38 0.02 0.33
C 2.035 4.406 0.742 -0.03 0.03 -0.03
C 2.992 5.304 0.311 -0.02 0.06 -0.01
H 2.588 8.063 -2.152 -0.01 0.00 0.02
H 1.444 6.396 -2.501 0.01 0.01 0.01
H -0.240 4.803 -1.726 0.00 0.00 0.01
H 2.183 3.849 1.654 -0.02 -0.01 0.07
H 3.913 5.445 0.861 -0.01 0.01 0.01
C 2.268 -0.375 5.355 0.03 0.04 -0.02
Si 3.386 0.945 4.622 0.04 0.00 0.08
C 5.113 0.270 4.352 -0.08 0.01 -0.01
C 3.418 2.455 5.727 0.01 -0.07 -0.04
C 2.672 1.457 2.951 -0.05 -0.01 0.07
Te 2.656 -0.143 1.532 -0.06 0.08 -0.09
C 4.462 0.409 0.540 0.03 -0.07 -0.02
Si 5.255 -1.042 -0.380 0.00 0.00 -0.08
C 4.033 -1.541 -1.725 0.04 0.00 0.07
C 6.862 -0.441 -1.121 -0.08 -0.04 0.01
C 5.552 -2.467 0.796 -0.01 0.05 -0.02
H 2.755 -0.864 6.202 -0.01 0.01 0.00
H 2.022 -1.153 4.628 0.01 0.00 0.00
H 1.337 0.061 5.727 0.00 0.00 0.00
H 5.542 -0.072 5.296 0.00 0.01 0.00
H 5.779 1.036 3.947 -0.01 0.00 0.01
H 5.113 -0.581 3.666 -0.01 0.00 0.01
H 3.811 2.209 6.716 -0.01 0.00 0.00
H 2.416 2.868 5.861 0.00 0.00 0.00
H 4.050 3.241 5.308 0.00 -0.01 0.00
H 3.263 2.234 2.467 0.04 0.01 0.02
H 1.648 1.834 3.017 0.00 -0.01 0.01
H 5.119 0.807 1.315 0.00 -0.07 0.04
H 4.237 1.209 -0.162 0.01 0.06 0.04
H 4.041 -0.814 -2.541 -0.03 0.03 0.03
H 3.014 -1.593 -1.327 0.01 -0.01 0.01
H 4.271 -2.521 -2.145 0.03 0.01 -0.01
H 6.707 0.451 -1.732 0.00 -0.01 -0.01
H 7.314 -1.207 -1.755 -0.01 0.00 0.00
H 7.582 -0.192 -0.339 -0.01 0.01 0.00
H 4.650 -2.751 1.343 -0.01 -0.01 -0.02
H 6.320 -2.213 1.530 -0.01 0.01 0.00
H 5.900 -3.344 0.247 0.01 0.01 0.00